Computed, not measured: a structure of composition C39H52N6O7S4SiY, with ωB97M-V/def2-TZVPD.

charge: +1
energy above the lowest of the compared OMol25 structures with the same formula, charge and spin: 0.0 kcal per mole
LUMO: -2.39 eV
E: -116821.9925 eV
orbital gap: 7.42 eV

Positions of all 110 atoms, in Å:
Y: -0.55351 1.40941 0.50271
C: 2.54459 -0.44899 -4.54844
Si: 3.96348 -0.26435 -3.29990
C: 5.15961 1.15473 -3.77035
C: 4.99856 -1.85277 -2.97949
C: 3.39876 0.24353 -1.55233
C: 4.42191 0.47328 -0.65079
C: 4.16502 0.92499 0.63904
C: 2.87504 1.20241 1.01301
N: 1.85603 0.91204 0.22165
C: 2.04525 0.39553 -1.00745
S: 0.59241 -0.04681 -1.75190
H: 2.74933 -1.27085 -5.24766
H: 2.35409 0.46275 -5.13433
H: 1.59931 -0.66510 -4.01504
H: 5.53465 1.04853 -4.77284
H: 6.06213 1.17680 -3.09885
H: 4.65355 2.13162 -3.72645
H: 5.80216 -2.01545 -3.72968
H: 4.44343 -2.80447 -2.92047
H: 5.52682 -1.74177 -2.02962
H: 5.44103 0.23082 -0.93577
H: 4.97455 1.04495 1.36099
H: 2.60229 1.58248 2.00970
O: 4.74732 -1.99109 3.33507
C: 3.96171 -2.25192 4.49984
N: 2.83660 -1.35871 4.37985
C: 1.67018 -1.70262 5.03248
O: 1.69749 -2.39821 6.02376
C: 0.41718 -1.14158 4.44265
C: -0.74348 -1.25982 5.23484
C: -1.88736 -0.77138 4.67049
C: -1.92032 -0.28104 3.36886
N: -0.81338 -0.10295 2.63826
C: 0.35034 -0.49309 3.19264
H: 5.51115 -2.59480 3.27691
H: 4.48471 -1.94853 5.45308
H: 3.60868 -3.32119 4.59207
H: 2.86213 -0.94371 3.45436
H: -0.67054 -1.68527 6.24226
H: -2.84341 -0.68532 5.24009
H: -2.88688 -0.03477 2.94979
H: 1.23356 -0.32876 2.56817
O: 0.75968 3.62615 0.31172
C: 0.45400 3.83800 1.50518
N: 0.23106 2.75188 2.30755
S: -1.17361 3.07387 3.11093
O: -1.33975 2.54663 4.42976
O: -2.18757 2.62403 2.09057
C: -0.96274 4.84814 3.11159
C: -1.52478 5.79435 3.93015
C: -1.12534 7.12707 3.75737
C: -0.21890 7.46490 2.74449
C: 0.37641 6.48374 1.94889
C: -0.02094 5.15095 2.12562
H: -2.30929 5.54215 4.65920
H: -1.64080 7.90648 4.33735
H: -0.02157 8.50313 2.47473
H: 1.18479 6.78319 1.28614
C: -5.64215 1.99067 -2.29746
C: -4.85582 3.25305 -2.70088
C: -3.52933 3.45277 -1.97459
S: -2.31735 2.14318 -2.47238
O: -1.44142 2.30602 -1.18160
C: -1.46108 2.98025 -3.84427
C: -0.13336 3.61495 -3.65931
C: -0.08081 4.89589 -2.78175
H: -6.27933 1.65338 -3.11761
H: -6.23429 2.10985 -1.37350
H: -4.94094 1.15223 -2.10248
H: -5.48469 4.09665 -2.42428
H: -4.71789 3.30709 -3.80503
H: -3.67212 3.41057 -0.89249
H: -3.09567 4.47217 -2.14357
H: -2.17993 3.74482 -4.19131
H: -1.43967 2.25520 -4.65156
H: 0.17400 3.90511 -4.64813
H: 0.60123 2.87916 -3.28473
H: -0.64741 5.72631 -3.21812
H: 0.95531 5.21566 -2.72364
H: -0.37367 4.71240 -1.72999
C: 1.36666 -4.15732 -1.67609
C: 1.25406 -3.61651 -0.23850
C: -0.13632 -3.67845 0.40037
N: -1.07545 -2.73765 -0.25860
C: -2.24426 -2.29217 0.18052
S: -2.71947 -0.64173 0.05817
N: -3.17951 -3.11813 0.73156
C: -3.26527 -4.52995 1.01753
O: -3.72621 -4.85127 2.07569
C: -2.90482 -5.43661 -0.07354
C: -2.79640 -6.76151 0.37736
C: -2.72096 -7.78739 -0.54685
C: -2.83437 -7.50046 -1.93227
C: -2.93788 -6.21193 -2.37537
C: -2.92158 -5.13997 -1.45280
H: 2.39727 -4.37889 -1.97008
H: 1.02741 -3.42793 -2.43866
H: 0.75841 -5.08025 -1.80409
H: 1.69781 -2.63272 -0.12554
H: 1.87761 -4.22132 0.40040
H: -0.12849 -3.43968 1.51653
H: -0.51737 -4.71068 0.36731
H: -0.64109 -2.08153 -0.88696
H: -3.89405 -2.58902 1.17820
H: -2.77162 -6.95198 1.45138
H: -2.58581 -8.83196 -0.18685
H: -2.83754 -8.36706 -2.62025
H: -3.03024 -6.02579 -3.42719
H: -3.02093 -4.13072 -1.82517

---

Computed, not measured: a cluster of 7 separate species, C39H53BBr2F18IN2O14 in total, with ωB97M-V/def2-TZVPD.

charge: +1
energy above the lowest of the compared OMol25 structures with the same formula, charge and spin: 111.1 kcal per mole
LUMO: -4.25 eV
E: -270716.6652 eV
orbital gap: 7.14 eV

Positions of all 130 atoms, in Å:
C: -1.73493 5.44622 3.57020
C: -3.25954 5.83460 3.28398
Br: -3.80368 7.68741 3.82232
C: -4.19654 4.93344 2.68473
Br: -6.06227 5.64807 2.51932
C: -3.81610 3.44402 2.18722
N: -2.94819 2.54214 2.93845
C: -2.57238 1.20149 2.52485
C: -1.57199 0.27148 3.35925
C: -1.40024 0.63167 4.90398
C: -0.30027 1.76300 5.20741
C: 1.11562 1.55005 4.47508
C: 1.56631 2.88861 3.65642
N: 2.36913 2.58502 2.42648
C: -3.14656 0.58537 1.19453
C: -2.81723 -0.89821 0.69753
B: -1.42815 -1.04896 -0.15228
O: -0.33594 -1.81292 0.45709
O: -1.16973 -0.50609 -1.45375
C: -4.09885 1.45935 0.28345
I: -4.96283 0.74938 -1.60531
C: -4.38668 2.91474 0.82328
C: -5.31957 3.82144 -0.13802
H: -1.74641 4.77309 4.51148
H: -1.20060 4.94691 2.69455
H: -1.18053 6.40297 3.90891
H: -2.56853 2.88536 3.83378
H: -0.57352 0.25645 2.77733
H: -1.96547 -0.81538 3.31539
H: -1.05348 -0.32083 5.45415
H: -2.40040 0.91781 5.41101
H: -0.68445 2.80565 4.96465
H: -0.11326 1.74001 6.34908
H: 1.19633 0.60828 3.83450
H: 1.90561 1.44849 5.31578
H: 0.61992 3.47716 3.39285
H: 2.20808 3.58939 4.31322
H: 2.34091 1.56857 2.26632
H: 1.92954 3.07824 1.63632
H: -2.70625 -1.58836 1.62178
H: -3.67255 -1.37874 0.08001
H: -0.75076 -2.64358 0.81219
H: -0.21330 -0.69174 -1.65039
H: -6.40100 3.50078 0.09910
H: -5.06945 3.66372 -1.25391
H: -5.16780 4.94883 0.04606
C: 2.11872 1.47575 -2.40078
C: 1.04148 2.47384 -2.77823
O: 1.28316 3.74297 -2.15059
C: 2.17551 4.54874 -2.76667
O: 2.76033 4.26275 -3.77848
C: 2.29639 5.87601 -2.02265
F: 2.38713 5.71275 -0.68441
F: 1.22584 6.67094 -2.23879
F: 3.37842 6.58254 -2.39305
H: 2.20466 1.39615 -1.31348
H: 1.89282 0.48878 -2.81070
H: 3.09566 1.78989 -2.77479
H: 0.07266 2.12286 -2.41409
H: 0.95642 2.58500 -3.86270
C: -2.97680 -2.57806 -2.99453
C: -2.35066 -3.94867 -3.01889
O: -3.23660 -4.90918 -3.61313
C: -3.24737 -4.94747 -4.96284
O: -2.57656 -4.23665 -5.66583
C: -4.19026 -6.04115 -5.45741
F: -5.37031 -6.04245 -4.80080
F: -3.65990 -7.27180 -5.29284
F: -4.48318 -5.92223 -6.76479
H: -3.95069 -2.61331 -2.49658
H: -2.33587 -1.87207 -2.46938
H: -3.15019 -2.20083 -4.00540
H: -2.16706 -4.28144 -1.99459
H: -1.38613 -3.93617 -3.53252
C: 6.12098 -3.30108 -3.45845
C: 5.14812 -3.06943 -4.60120
O: 3.87327 -3.66715 -4.30842
C: 3.04943 -2.94617 -3.52461
O: 3.31739 -1.86326 -3.06711
C: 1.71994 -3.66944 -3.33518
F: 1.87343 -4.98136 -3.06567
F: 0.94450 -3.59828 -4.44309
F: 0.98259 -3.15716 -2.31789
H: 6.19864 -4.36776 -3.23157
H: 7.10997 -2.92162 -3.70846
H: 5.78121 -2.80528 -2.54578
H: 5.52054 -3.55350 -5.50565
H: 5.03566 -2.00811 -4.82860
C: 11.70437 -0.61208 -6.14745
C: 10.72470 -0.37968 -7.28085
O: 9.44753 -0.96273 -6.97520
C: 8.63514 -0.22773 -6.18814
O: 8.91937 0.85334 -5.74124
C: 7.30081 -0.94105 -5.98697
F: 7.45230 -2.25888 -5.71212
F: 6.52078 -0.86907 -7.08622
F: 6.58044 -0.42137 -4.97478
H: 11.77543 -1.67765 -5.91405
H: 12.69650 -0.24118 -6.41241
H: 11.37833 -0.10725 -5.23508
H: 11.08684 -0.87337 -8.18531
H: 10.62172 0.68364 -7.51383
C: -2.15997 -9.99455 0.43941
C: -3.22039 -8.98166 0.05496
O: -2.96232 -7.71378 0.68161
C: -2.05717 -6.92543 0.06858
O: -1.47109 -7.22140 -0.94047
C: -1.91906 -5.59790 0.80889
F: -1.83636 -5.75323 2.14605
F: -2.97601 -4.78226 0.58754
F: -0.82161 -4.90589 0.43988
H: -2.08067 -10.07320 1.52682
H: -2.39912 -10.97806 0.03024
H: -1.17660 -9.69537 0.06921
H: -4.19539 -9.31714 0.41507
H: -3.29867 -8.87109 -1.03008
C: -5.74784 7.20115 8.42792
C: -4.46908 6.87454 9.17395
O: -4.08818 5.50571 8.95327
C: -3.42636 5.25454 7.80838
O: -3.15295 6.09418 6.98588
C: -3.04785 3.78607 7.73155
F: -4.06064 2.97011 8.08579
F: -2.01531 3.48811 8.54582
F: -2.68069 3.41620 6.49158
H: -6.53967 6.49736 8.69719
H: -6.08170 8.21450 8.65933
H: -5.60509 7.12187 7.34740
H: -4.63268 6.98559 10.24797
H: -3.65713 7.55379 8.90020

---

Computed, not measured: a structure of composition C39H53BCl5MnN7, with ωB97M-V/def2-TZVPD.

charge: +2
energy above the lowest of the compared OMol25 structures with the same formula, charge and spin: 2.3 kcal per mole
LUMO (spin up / spin down): -9.06 / -7.26 eV
multiplicity: 4
E: -146331.9622 eV
orbital gap (spin up / spin down): 5.23 / 7.11 eV
<S²>: 4.017

Positions of all 106 atoms, in Å:
Mn: 1.28214 -0.11329 -0.49413
C: 3.24481 2.26907 2.92442
C: 2.64350 2.58661 1.54475
C: 2.91291 4.04442 1.15596
C: 1.17096 2.29674 1.53318
C: 0.16654 2.98752 2.19158
C: -1.02614 2.34383 1.86655
C: -2.40919 2.70867 2.30939
C: -2.54900 2.50278 3.82287
C: -2.72159 4.15695 1.91644
N: -0.72730 1.32042 1.05438
N: 0.61757 1.27513 0.84902
B: -1.61012 0.35454 0.23424
N: -1.14580 -1.09677 0.47572
N: 0.08195 -1.56625 0.08286
C: 0.16353 -2.89769 0.36318
C: -1.04679 -3.23821 0.95123
C: -1.83944 -2.10316 1.00873
C: -3.23883 -2.05319 1.55757
C: -4.28440 -1.83905 0.45534
C: -3.40414 -1.08190 2.73080
C: 1.22418 -3.98470 0.19220
C: 0.60917 -5.16730 -0.58229
C: 2.60089 -3.70305 -0.41459
N: -1.34564 0.69205 -1.24653
N: -0.06021 0.69062 -1.69708
C: -0.04760 1.24635 -2.94418
C: -1.35457 1.52396 -3.28769
C: -2.14902 1.17246 -2.19525
C: -3.63345 1.30382 -2.06754
C: -4.07353 2.73814 -2.37996
C: -4.31976 0.29353 -2.99894
C: 1.18541 1.64329 -3.70762
C: 1.91750 2.75670 -2.93802
C: 0.83654 2.10648 -5.11661
H: 4.33444 2.33248 2.89295
H: 2.96486 1.27633 3.29653
H: 2.88748 2.99381 3.65790
H: 3.12599 1.96265 0.78535
H: 2.53282 4.72099 1.92357
H: 2.43860 4.29922 0.20618
H: 3.98674 4.21411 1.06041
H: 0.28380 3.85524 2.82331
H: -3.12315 2.05837 1.80263
H: -1.88167 3.17561 4.36696
H: -2.31040 1.47612 4.11126
H: -3.57257 2.71834 4.13259
H: -2.06292 4.85501 2.43862
H: -3.74943 4.39687 2.19031
H: -2.60552 4.31513 0.84162
H: -2.75188 0.46937 0.51070
H: -1.31971 -4.21604 1.31574
H: -3.39539 -3.05669 1.95278
H: -4.25828 -0.82051 0.06043
H: -5.28070 -2.01904 0.86101
H: -4.12573 -2.53575 -0.37117
H: -3.33411 -0.03884 2.41696
H: -2.64582 -1.26703 3.49744
H: -4.38404 -1.22919 3.18766
H: 1.39077 -4.32399 1.21670
H: 0.31943 -4.85560 -1.58784
H: -0.26644 -5.58467 -0.08777
H: 1.35136 -5.96293 -0.67137
H: 2.57890 -3.80122 -1.49878
H: 3.29918 -4.45158 -0.03696
H: 2.99767 -2.72652 -0.16715
H: -1.69166 1.96669 -4.21253
H: -3.92265 1.07450 -1.04195
H: -3.88432 2.98937 -3.42567
H: -3.55379 3.46404 -1.74971
H: -5.14485 2.83670 -2.19984
H: -4.09331 0.51453 -4.04446
H: -5.40203 0.34880 -2.86661
H: -4.00014 -0.72978 -2.78267
H: 1.84492 0.78386 -3.79620
H: 1.32186 3.67269 -2.94300
H: 2.88788 2.97412 -3.38871
H: 2.08022 2.48383 -1.89280
H: 0.25462 3.03243 -5.09568
H: 0.26587 1.34680 -5.65387
H: 1.75167 2.30095 -5.67786
Cl: 4.01362 0.35661 -1.17958
C: 3.32428 -0.83407 -2.25943
C: 1.98795 -1.11367 -2.06383
C: 1.35609 -1.92778 -2.99826
Cl: -0.33958 -2.22640 -2.91231
C: 2.08323 -2.50032 -4.04078
Cl: 1.30544 -3.51460 -5.17123
C: 3.45782 -2.25321 -4.16172
Cl: 4.35887 -2.98583 -5.40145
C: 4.08870 -1.38111 -3.26751
Cl: 5.73928 -0.98056 -3.42381
N: 2.56906 -0.68150 1.22035
C: 2.20508 -1.53732 2.33238
C: 3.07312 -2.53518 2.75133
C: 2.74314 -3.30942 3.85343
C: 1.55121 -3.08693 4.53080
C: 0.68842 -2.08402 4.10322
C: 1.01193 -1.30525 3.00427
H: 3.49276 -0.92509 0.88693
H: 2.64319 0.26716 1.58197
H: 4.01000 -2.70869 2.22941
H: 3.42870 -4.07888 4.18467
H: 1.30197 -3.68450 5.39795
H: -0.24190 -1.90677 4.63064
H: 0.33802 -0.52176 2.66555

---

Computed, not measured: a cluster of 7 separate species, C39H53F19N3O15 in total, with ωB97M-V/def2-TZVPD.

charge: +1
LUMO: -5.09 eV
E: -128108.6552 eV
orbital gap: 7.43 eV

Positions of all 129 atoms, in Å:
C: 0.66078 -0.86092 1.62259
C: 0.05154 -1.44248 0.33925
C: 0.12995 -0.42830 -0.79124
C: 1.58029 -0.29105 -1.34323
C: 2.01962 -1.57778 -2.05793
C: 1.56203 0.91331 -2.23296
C: 1.47341 0.76394 -3.61800
N: 1.41403 1.86154 -4.35034
F: 1.32747 1.71148 -5.67662
N: 1.42534 3.07795 -3.97698
C: 1.53490 3.24141 -2.67935
O: 1.55434 4.55058 -2.25743
C: 2.41670 5.31920 -2.88309
N: 3.19274 5.96077 -3.43809
C: 1.60506 2.21944 -1.73466
C: 1.76036 2.52168 -0.25764
O: 2.89495 1.84989 0.21518
C: 3.91586 2.65617 0.78763
C: 5.24390 1.91807 0.69986
O: 5.46476 1.22499 -0.50427
C: 5.39596 1.99900 -1.69215
C: 6.18599 3.30662 -1.68044
H: -0.04599 -0.16945 2.08251
H: 0.87286 -1.67215 2.31609
H: 1.57978 -0.32424 1.39244
H: -1.00588 -1.64206 0.52801
H: 0.51705 -2.38594 0.05857
H: -0.19024 0.55369 -0.44482
H: -0.50646 -0.69429 -1.64132
H: 2.28414 -0.11212 -0.53344
H: 2.32830 -2.30120 -1.30607
H: 1.18594 -2.02750 -2.60354
H: 2.85664 -1.41294 -2.73687
H: 1.44695 -0.19026 -4.12185
H: 1.83160 3.59897 -0.11433
H: 0.87495 2.17533 0.28106
H: 3.97420 3.64767 0.32563
H: 3.69506 2.81067 1.84890
H: 5.26773 1.16216 1.48562
H: 6.05356 2.61977 0.92439
H: 4.34157 2.17214 -1.94671
H: 5.80298 1.35269 -2.46962
H: 6.98769 3.28903 -0.94614
H: 6.63588 3.46894 -2.65939
H: 5.55206 4.17651 -1.49720
C: -4.61811 0.16553 -5.25810
C: -5.50271 0.73073 -4.17073
O: -5.00498 0.40066 -2.84961
C: -3.98168 1.09693 -2.40865
O: -3.39620 1.98632 -2.95686
C: -3.61223 0.61656 -0.99030
F: -3.47487 -0.71431 -0.95175
F: -4.54637 0.97129 -0.11011
F: -2.45115 1.15530 -0.60869
H: -4.51230 -0.91332 -5.14053
H: -5.05879 0.36971 -6.23258
H: -3.62410 0.61047 -5.23135
H: -6.49296 0.28506 -4.20754
H: -5.61301 1.81122 -4.24975
C: 0.84346 0.27586 8.39439
C: 0.31296 0.20508 6.98056
O: 1.29800 0.64488 6.01419
C: 2.25905 -0.21693 5.73308
O: 2.40111 -1.32225 6.15982
C: 3.21279 0.39979 4.68914
F: 3.59221 1.63471 5.03384
F: 2.59678 0.47724 3.49624
F: 4.29839 -0.34815 4.54404
H: 1.18657 1.28529 8.62212
H: 0.05568 0.00641 9.09645
H: 1.67943 -0.40641 8.53869
H: -0.52406 0.88601 6.84689
H: -0.01934 -0.79898 6.71904
C: 1.12458 7.90438 -5.35285
C: 1.65630 9.18083 -4.74024
O: 1.64870 10.26894 -5.68406
C: 0.46882 10.82609 -5.91429
O: -0.57638 10.53359 -5.41552
C: 0.62958 11.97742 -6.92982
F: 1.33350 11.57920 -7.99342
F: 1.27456 12.99848 -6.35474
F: -0.55809 12.39957 -7.33924
H: 1.69349 7.64677 -6.24687
H: 1.20627 7.09047 -4.63963
H: 0.07893 8.00816 -5.64014
H: 2.69929 9.06318 -4.45546
H: 1.09378 9.46999 -3.85262
C: 6.51689 -3.55005 2.16838
C: 6.36121 -3.77673 0.68146
O: 5.33702 -4.75845 0.39311
C: 4.09015 -4.35208 0.49359
O: 3.69910 -3.25381 0.77021
C: 3.12902 -5.51178 0.15441
F: 3.44659 -6.61813 0.82019
F: 3.18798 -5.77004 -1.15990
F: 1.87894 -5.17101 0.45588
H: 6.72623 -4.49132 2.67644
H: 7.34185 -2.86248 2.35046
H: 5.61313 -3.12562 2.60342
H: 7.26898 -4.19701 0.25629
H: 6.13146 -2.85390 0.14915
C: -5.76757 -2.82148 -0.66542
C: -5.59481 -3.39744 0.72194
O: -6.85136 -3.64989 1.38057
C: -7.49506 -4.73946 0.99870
O: -7.15817 -5.53115 0.17009
C: -8.78192 -4.89513 1.83643
F: -9.48002 -3.75680 1.86477
F: -8.46193 -5.22197 3.09815
F: -9.54937 -5.85291 1.33623
H: -6.36349 -1.90786 -0.63043
H: -4.79466 -2.59597 -1.08816
H: -6.27330 -3.52235 -1.32885
H: -5.08524 -2.68391 1.36619
H: -5.00846 -4.31490 0.71554
C: -6.23379 -7.89893 4.15906
C: -5.80473 -6.82865 5.13696
O: -4.37239 -6.61043 5.10345
C: -3.91709 -5.91203 4.08426
O: -4.55247 -5.42603 3.19478
C: -2.38585 -5.75214 4.19938
F: -1.79079 -6.92147 4.43223
F: -2.09126 -4.91823 5.20579
F: -1.89020 -5.23971 3.07545
H: -5.69599 -8.82763 4.35115
H: -7.30217 -8.08335 4.26296
H: -6.03626 -7.60073 3.13042
H: -6.00988 -7.13345 6.15993
H: -6.31374 -5.88276 4.95467

---

| no. | F_max (eV/Å) |
| --- | --- |
| 1 | 2.64 |
| 2 | 5.24 |
| 3 | 1.28 |
| 4 | 0.69 |